Computed, not measured: a molecular structure, C40H33N5O8SV in a non-equilibrium geometry, with ωB97M-V/def2-TZVPD.

Summary:
LUMO energy (alpha / beta)   3.898 / 3.897 eV
E_HOMO (alpha / beta)   -0.92 / -2.00 eV
DFT total energy   -102373.8127 eV
Multiplicity   4
HOMO-LUMO gap (alpha / beta)   4.82 / 5.90 eV
Energy relative to the best compared isomer or geometry (same formula, charge and spin)   1.192 eV
Charge   -2

Each line ends with the Mulliken charge.
CARTESIAN COORDINATES (ANGSTROEM)
V: 0.06609 0.58703 0.08648  -0.276
C: -3.09029 3.19740 -0.77151  -1.796
C: -1.86827 2.38769 -1.10684  1.219
O: -1.55469 1.46554 -0.27521  -0.023
C: -1.17008 2.60240 -2.26904  -2.185
C: -0.18438 1.65840 -2.69930  1.505
C: 0.33265 1.68783 -4.10602  -1.764
N: 0.18535 0.70069 -1.90244  2.177
N: 0.78975 -0.41607 -2.46163  -0.867
C: 0.59909 -1.44770 -1.68165  0.187
O: -0.09949 -1.42150 -0.58693  -0.681
C: 1.19939 -2.73433 -2.14583  0.256
C: 1.89652 -2.83077 -3.34977  -0.348
C: 2.43990 -4.04224 -3.75411  -0.727
C: 2.30510 -5.17575 -2.95797  -0.333
C: 1.61047 -5.08498 -1.76104  -0.795
C: 1.06053 -3.87092 -1.36061  -0.099
H: -3.98522 2.57380 -0.88532  0.279
H: -3.17587 4.06780 -1.42571  0.429
H: -3.04151 3.51964 0.27242  0.237
H: -1.45362 3.41489 -2.92421  0.233
H: -0.00694 2.58572 -4.62425  0.487
H: 0.00272 0.79944 -4.64839  0.264
H: 1.42257 1.66658 -4.07205  0.284
H: 1.99923 -1.93377 -3.94768  0.452
H: 2.96977 -4.10477 -4.69828  0.370
H: 2.73560 -6.12057 -3.27231  0.371
H: 1.49050 -5.96311 -1.13523  0.368
H: 0.50353 -3.78475 -0.43410  0.432
O: 2.21292 5.19966 -0.29128  -0.875
C: 1.73092 4.04178 -0.30627  -0.342
O: 1.68151 3.22224 -1.23075  -0.382
C: 0.98539 3.65059 1.00121  0.152
C: 0.94154 4.66594 1.95637  -0.644
C: 0.21372 4.51676 3.11367  -0.541
C: -0.50720 3.35280 3.26981  -0.834
C: -0.41857 2.37543 2.30088  0.129
N: 0.34731 2.46604 1.19058  1.442
C: -1.26349 1.12605 2.49495  0.291
O: -2.18400 1.16051 3.30700  -0.833
O: -0.91489 0.11388 1.78603  0.664
H: 1.48451 5.56683 1.71404  0.557
H: 0.19168 5.29479 3.86875  0.408
H: -1.14886 3.16137 4.11825  0.523
C: -0.92204 -2.11916 3.30661  -0.351
O: 0.23820 -2.50091 4.06139  -0.659
C: 1.12112 -1.45041 4.19761  0.342
C: 1.04589 -0.59894 5.27695  -0.144
C: 1.95504 0.44862 5.40400  -0.649
C: 2.91431 0.63334 4.41955  -0.552
C: 2.99459 -0.22541 3.33003  -0.640
C: 2.10428 -1.29083 3.21279  0.331
N: 2.19419 -2.24387 2.21981  0.321
C: 3.19034 -2.34033 1.26818  -1.722
C: 3.68556 -1.34972 0.37643  1.702
C: 4.95710 -1.62387 -0.19708  -1.085
C: 5.53488 -0.83683 -1.16282  -0.797
C: 4.83599 0.27987 -1.62128  -0.832
C: 3.59480 0.58524 -1.09466  -0.607
C: 2.98624 -0.18015 -0.08806  0.657
O: 1.74172 0.13454 0.29495  -0.363
H: -1.48199 -1.33902 3.83299  0.274
H: -1.53672 -3.01433 3.21203  0.316
H: -0.64020 -1.74704 2.31820  -0.275
H: 0.25703 -0.74645 6.00796  0.408
H: 1.88661 1.12927 6.24661  0.345
H: 3.61171 1.46118 4.49284  0.380
H: 3.74718 -0.08196 2.56510  0.322
H: 1.61518 -3.04692 2.37556  0.380
H: 3.62296 -3.33205 1.17981  0.192
H: 5.48385 -2.50280 0.16526  0.359
H: 6.51759 -1.08233 -1.55682  0.317
H: 5.25290 0.90370 -2.40500  0.427
H: 3.02424 1.42495 -1.46408  0.388
S: -5.01207 -1.03305 0.65565  -0.330
C: -3.54801 -0.76702 -0.27727  0.209
N: -3.72485 -0.49481 -1.51512  -0.191
C: -5.07530 -0.46249 -1.82948  -0.371
C: -5.60191 -0.17878 -3.08701  -0.554
C: -6.97452 -0.18474 -3.25973  -0.484
C: -7.83791 -0.46692 -2.19322  -0.351
C: -7.33420 -0.74357 -0.93858  -0.577
C: -5.95020 -0.73810 -0.76568  0.885
H: -2.58603 -0.83168 0.23947  0.101
H: -4.91824 0.04762 -3.89807  0.454
H: -7.39091 0.02982 -4.23685  0.355
H: -8.90994 -0.46452 -2.35489  0.348
H: -7.99934 -0.95745 -0.10883  0.351